This record from the OMol25 dataset describes one molecule with the formula C3H6O2 in a non-equilibrium geometry. The level of theory is wB97M-V/def2-TZVPD.

```
11
C3H6O2 wB97M-V/def2-TZVPD
H 0.30721 0.16711 1.99206
O -1.15080 0.82550 -1.00207
H 0.57336 1.48937 -0.10884
O 0.56308 -1.34607 0.56824
C -0.22399 -0.23916 1.04968
H 0.26174 -1.17836 -1.54459
H -1.29399 -0.56744 1.30767
H -1.67457 1.48150 -0.46434
C 0.78289 -0.67476 -0.72235
C -0.00925 0.54314 -0.23759
H 1.86431 -0.50083 -0.83787
```

* energy above the lowest of the compared OMol25 structures with the same formula, charge and spin: 2.235 eV
* structure (SMILES): OC1COC1
* Kohn-Sham gap: 10.59 eV
* charge: 0
* E: -7301.4433 eV

Charges computed using Löwdin, reported in e:
1. H 0.14
2. O -0.04
3. H 0.15
4. O -0.14
5. C -0.16
6. H 0.13
7. H 0.14
8. H 0.12
9. C -0.10
10. C -0.37
11. H 0.12